(1)
Below is C28H79Cl3CrN5O9 as an isolated structure, with properties calculated with ωB97M-V/def2-TZVPD.

```
125
Properties=species:S:1:pos:R:3:lowdin_charge:R:1
Cr -21.27339 1.65808 -11.99904 0.226
Cl -21.38994 1.68059 -9.49560 0.043
Cl -23.17954 3.14628 -12.47957 -0.032
Cl -20.81257 0.82666 -14.30452 -0.086
O -20.99501 -0.82513 -5.45868 -0.158
O -29.36301 3.38176 -12.29244 -0.187
O -26.01249 4.68126 -8.76288 -0.245
O -27.69918 0.78282 -8.75207 -0.079
O -22.15583 2.37193 -2.85796 -0.184
O -19.52846 5.42609 -10.09929 -0.143
O -19.43450 0.67441 -11.57060 -0.379
O -25.02403 -1.52101 -12.23898 -0.205
O -17.95193 -4.96858 -7.57752 -0.058
N -26.23549 2.55745 -10.49999 0.042
N -23.66226 7.17784 -9.91581 0.032
N -19.85867 3.23729 -11.95129 -0.012
N -20.54013 1.60123 -6.09281 0.039
N -22.78664 0.08484 -11.84666 -0.043
C -18.45348 2.80324 -12.34584 -0.341
C -26.77866 1.52278 -12.62332 -0.034
C -23.79101 -2.11048 -12.56379 -0.165
C -17.46879 3.95679 -12.03735 -0.039
C -25.74861 -0.55040 -8.87531 -0.077
C -21.91130 -1.45729 -6.30443 -0.164
C -19.25554 4.87495 -8.85591 -0.164
C -28.56503 2.94152 -11.18776 -0.128
C -27.17281 4.71135 -7.98375 -0.106
C -26.04620 0.96686 -6.93344 -0.053
C -24.14336 5.85354 -9.65852 -0.430
C -22.51941 -1.76772 -10.33667 -0.058
C -21.17687 1.79717 -3.71813 -0.186
C -23.34081 5.28311 -8.51885 -0.063
C -29.30223 4.75531 -12.50936 -0.141
C -25.61342 5.96488 -9.18668 -0.178
C -26.76791 0.05681 -7.93401 -0.448
C -22.72933 2.33511 -5.75563 -0.036
C -17.91381 -3.64178 -7.07587 -0.479
C -27.03479 2.76748 -11.66964 -0.364
C -21.32862 2.35778 -5.14952 -0.406
C -26.06319 -2.31761 -12.71615 -0.110
C -19.08163 -0.59629 -11.04984 -0.090
C -22.62562 -1.35087 -11.81274 -0.379
C -18.21666 1.43315 -11.68653 -0.154
C -22.09898 3.82271 -2.64698 -0.077
C -16.47194 -3.07275 -7.11665 -0.045
C -18.93998 -2.82131 -7.88513 -0.055
H -25.32678 2.61990 -10.93638 0.018
H -18.70308 -5.40238 -7.16617 0.087
H -21.72404 -1.66635 -12.33784 0.118
H -22.08923 4.36750 -3.59102 0.063
H -22.66435 7.09956 -10.05047 0.058
H -24.91485 -0.95273 -8.29991 0.058
H -25.21858 0.39022 -6.52037 0.054
H -23.19303 1.35800 -5.62021 0.074
H -18.80116 -0.62369 -9.99689 0.089
H -27.29649 1.62264 -13.57725 0.072
H -26.02823 -2.43858 -13.79886 0.096
H -27.11061 5.18062 -7.00190 0.091
H -26.65260 3.65567 -12.17277 0.122
H -24.02277 5.30419 -10.59221 0.108
H -23.64252 4.24533 -8.37714 0.064
H -21.75899 -1.30314 -9.70896 0.047
H -21.46511 0.74600 -3.72483 0.115
H -20.14743 1.81610 -3.36039 0.127
H -26.18028 -1.43138 -9.35034 0.081
H -22.28198 -2.83155 -10.33507 0.084
H -23.26039 0.17660 -10.95940 0.046
H -16.43631 -2.06770 -6.69630 0.078
H -23.60282 -0.00153 -12.43529 0.074
H -23.80127 -3.15056 -12.23784 0.126
H -23.49512 2.99081 -5.34126 0.083
H -23.44565 -1.73780 -9.76283 0.067
H -17.82821 4.91047 -12.42390 0.086
H -21.42925 -1.76005 -7.23397 0.036
H -17.90429 1.73846 -10.68788 0.130
H -16.53873 3.87430 -12.59975 0.083
H -19.57404 1.89460 -6.11961 0.106
H -17.35739 0.90116 -12.09486 0.142
H -19.91941 3.93571 -12.67837 0.101
H -28.33789 5.10500 -12.87796 0.082
H -18.43299 2.71536 -13.43210 0.126
H -27.49775 3.68445 -7.81649 0.087
H -29.74160 5.33577 -11.69812 0.087
H -27.21378 1.40061 -9.30371 0.006
H -20.95226 3.36041 -4.94657 0.117
H -19.90396 6.29827 -9.95824 0.097
H -19.72060 3.90909 -11.20987 0.040
H -18.24030 -1.07083 -11.55490 0.102
H -27.96248 5.26043 -8.49661 0.086
H -22.97369 4.22137 -2.13313 0.085
H -18.38496 5.45175 -8.54365 0.085
H -26.71836 1.13511 -6.09201 0.078
H -19.86568 -3.38857 -7.98199 0.075
H -28.61128 3.70935 -10.41550 0.102
H -15.79169 -3.76735 -6.62381 0.074
H -27.06511 0.54284 -12.24155 0.057
H -25.73967 1.35361 -12.90614 0.041
H -19.81477 -1.38068 -11.23778 0.087
H -22.22875 -2.38013 -5.81893 0.083
H -26.25001 3.46092 -10.04874 0.041
H -29.90273 5.02738 -13.37738 0.083
H -16.09072 -3.08495 -8.13774 0.073
H -20.06066 5.06632 -8.14652 0.077
H -18.24751 -3.70354 -6.04004 0.131
H -23.68527 7.64504 -9.02066 0.067
H -23.45683 5.80869 -7.57101 0.094
H -17.20338 4.12080 -10.99297 0.077
H -23.67909 -2.07592 -13.64747 0.133
H -26.10942 -3.28626 -12.21847 0.093
H -20.84857 0.07666 -5.75355 -0.041
H -25.60197 1.90975 -7.25237 0.072
H -18.47862 -2.65293 -8.85822 0.065
H -25.34577 0.14905 -9.60782 0.068
H -21.18493 4.09482 -2.11919 0.083
H -20.89222 1.87578 -6.99876 -0.011
H -22.28957 5.15572 -8.77724 0.056
H -19.13849 -1.87124 -7.38907 0.071
H -28.99523 1.99961 -10.84743 0.123
H -25.72790 6.63904 -8.33786 0.124
H -27.20467 -0.80489 -7.42923 0.137
H -26.27501 6.34160 -9.96673 0.130
H -22.70646 -0.74605 -6.52796 0.062
H -22.73411 2.63804 -6.80268 0.050
H -27.00349 -1.82185 -12.47500 0.087
H -18.95258 3.82899 -8.90364 0.073
```

Computed properties:
gap between HOMO and LUMO (spin up / spin down): 0.285 / 0.331 hartree
⟨S²⟩: 3.81
HOMO level (spin up / spin down): -0.3309 / -0.3310 Ha
spin multiplicity: 4
LUMO (spin up / spin down): -1.3 / 0.0 eV
maximum force: 0.055 Eh/bohr
net charge: 0


(2)
Below is C41H37F5OP2Zn as an isolated structure, with properties calculated with ωB97M-V/def2-TZVPD.

```
87
Properties=species:S:1:pos:R:3:lowdin_charge:R:1
Zn -1.31879 1.64675 -1.99478 0.650
P 0.43609 -2.83365 -0.61805 1.019
P 0.02062 2.63906 0.03218 1.115
F -1.34537 -1.84589 7.18292 0.074
F -0.02036 -0.19040 2.95975 0.048
F -4.40530 -1.92657 3.57035 0.080
F 0.55079 -0.68801 5.56257 0.083
F -3.84060 -2.41219 6.19615 0.088
O -2.40929 -1.06208 1.89943 -0.076
C 3.19758 -3.17743 -0.61259 -0.070
C -0.16639 -1.21865 -1.35452 -0.301
C 0.53418 -2.66488 1.13575 -0.158
C -1.93985 2.64093 3.55358 -0.077
C -0.66427 -1.00902 5.06975 -0.165
C -3.18596 -1.65265 4.05799 -0.157
C -2.98736 -5.00616 -0.84563 -0.057
C 2.03259 -3.04820 -1.39100 -0.314
C -0.95034 -0.78164 3.74524 -0.174
C -2.03453 -4.05090 -0.47979 -0.049
C 1.62957 2.66005 0.79711 -0.367
C 1.97461 3.80078 1.54690 -0.096
C -1.63376 -1.58414 5.89731 -0.175
C -0.03639 1.35061 -3.41635 -0.256
C -2.65653 -6.00296 -1.77448 -0.072
C -0.41697 3.88294 -1.34512 -0.429
C -2.90040 -1.88548 5.38450 -0.159
C 4.44515 -3.20221 -1.23290 -0.070
C -3.27974 2.55739 3.16202 -0.071
C 0.92659 4.19882 -2.04625 -0.185
C -1.32007 3.59448 -3.75792 -0.223
C 3.61575 1.51853 1.57400 -0.072
C 3.37640 -2.97718 -3.41262 -0.064
C -2.64867 2.63257 0.83251 -0.094
C 2.47400 1.52196 0.77295 -0.071
C 3.91232 2.62344 2.37897 -0.072
C -0.40979 -5.12019 -1.95428 -0.081
C -2.20133 -1.15059 3.13477 -0.373
C 1.69786 2.90844 -2.41503 -0.167
C -0.94074 2.68516 2.59477 -0.094
C 2.12703 -2.95947 -2.79374 -0.095
C -1.09954 -0.27895 -1.08954 -0.116
C -0.43080 2.44828 -4.39678 -0.165
C -1.37131 -6.05979 -2.32596 -0.079
C 3.10628 3.76650 2.35827 -0.071
C -1.55318 3.49087 -2.27117 -0.374
C -1.29784 2.71698 1.23069 -0.339
C -3.63242 2.53847 1.80578 -0.070
C 4.53879 -3.10165 -2.63206 -0.064
C -0.74834 -4.09855 -1.05134 -0.304
C 0.83431 1.64956 -2.35835 -0.224
H 0.45342 2.89679 -4.88342 0.108
H 1.22522 -2.87272 -3.40185 0.116
H -4.05663 2.50805 3.92012 0.104
H 0.11488 2.68465 2.86602 0.095
H 1.46572 -2.16311 1.40635 0.061
H -3.40858 -6.74091 -2.07025 0.109
H 2.10829 3.02473 -3.43319 0.115
H 0.44424 -0.99658 -2.25769 0.021
H 0.60360 -5.17724 -2.35168 0.097
H -2.52312 3.84022 -1.91060 0.080
H -4.67535 2.44255 1.49929 0.109
H 2.20981 0.66259 0.15149 0.098
H -2.91491 2.60003 -0.23269 0.070
H -2.28277 -3.27324 0.24815 0.111
H 2.56068 2.80625 -1.73845 0.104
H -0.89101 4.57496 -4.02075 0.096
H 5.35586 -3.29714 -0.63255 0.111
H -0.16929 0.30924 -3.72557 0.107
H 1.18055 0.87495 -1.67443 0.054
H 0.75798 4.81500 -2.93769 0.101
H 1.32623 4.67928 1.50323 0.120
H 0.50743 -3.66940 1.56797 0.081
H -0.30526 -2.07947 1.51968 0.039
H 5.51963 -3.11330 -3.11873 0.110
H -1.01385 1.97098 -5.19424 0.105
H -1.89425 -0.46049 -0.34181 0.017
H -1.11536 -6.83953 -3.04613 0.107
H 4.27017 0.64396 1.56470 0.105
H 4.78911 2.59584 3.02885 0.107
H -0.72285 4.73470 -0.71089 0.108
H 3.34641 4.63261 2.97527 0.108
H -2.30148 3.54302 -4.25402 0.108
H 3.44728 -2.89222 -4.50205 0.112
H 3.12423 -3.26493 0.47094 0.103
H -3.98677 -4.97018 -0.40507 0.115
H -1.65762 2.67052 4.60838 0.112
H 1.52403 4.81642 -1.35265 0.108
```

Computed properties:
gap between HOMO and LUMO: 0.211 hartree
HOMO level: -0.2222 Ha
ΔE to the lowest compared entry with this formula, charge and spin: 0.0 kJ/mol
spin multiplicity: 1
LUMO: -0.3 eV
maximum force: 0.098 Eh/bohr
net charge: 0


(3)
Below is C18H41O2P3Rh as an isolated structure, with properties calculated with ωB97M-V/def2-TZVPD.

```
65
Properties=species:S:1:pos:R:3:lowdin_charge:R:1
Rh -0.35232 0.03840 0.73484 0.495
P 0.63370 -1.97688 0.94053 0.760
P -2.22601 1.06969 1.30264 0.711
P 0.98186 1.21061 2.01866 0.696
O 4.54482 -0.73472 -0.58201 -0.157
O -0.98656 -0.16630 -1.54489 -0.080
C 2.60857 1.25715 1.19441 -0.216
C -2.31390 -2.12869 -2.07781 0.038
C 4.77927 0.18175 -1.64687 -0.140
C -2.02031 -0.76024 -2.24354 -0.255
C 2.10021 1.49855 -3.37181 -0.073
C -3.73801 -0.54896 -3.90642 0.035
C 0.68112 3.00029 2.26889 -0.221
C -4.00659 -1.92093 -3.78585 0.066
C 2.40769 2.55232 -2.59672 -0.082
C 2.27232 -2.16320 1.71685 -0.205
C -2.74617 0.04655 -3.13082 0.057
C 0.90621 -2.67210 -0.72573 -0.195
C 1.14458 0.55260 3.72666 -0.194
C -3.29562 -2.71242 -2.87554 0.031
C -2.45922 1.51840 3.04672 -0.207
C -3.71304 0.11181 0.87225 -0.217
C -0.49934 -3.08236 1.84809 -0.206
C -2.30628 2.59008 0.29141 -0.193
H -4.60686 0.60427 1.28169 0.077
H 3.13257 2.17867 1.47922 0.077
H -1.83314 2.39437 -0.68145 0.044
H 3.44710 2.80934 -2.35616 0.066
H -2.49941 1.10725 -3.16482 0.146
H 2.39256 -1.53422 2.60441 0.027
H 3.03954 -1.88236 0.98082 0.038
H 1.35461 -0.52104 3.73491 0.025
H -3.47828 -3.78599 -2.77666 0.148
H 5.52907 0.94013 -1.37340 0.100
H -0.18439 3.19618 2.90985 0.034
H 0.20472 0.71548 4.27012 0.052
H -0.53070 -4.07685 1.38094 0.074
H -3.51400 1.77881 3.21250 0.083
H 5.39091 -1.16593 -0.38582 0.100
H -1.74632 -2.70053 -1.33882 0.117
H -1.77301 3.40802 0.79020 0.052
H 1.05498 1.19533 -3.53543 0.039
H -3.80949 0.02080 -0.21845 0.044
H 1.98286 -2.66940 -0.92842 0.070
H -1.50588 -2.64148 1.83263 0.032
H 5.14063 -0.34131 -2.54339 0.098
H 3.83685 0.68149 -1.88918 0.011
H 2.41778 -3.21117 2.01818 0.092
H -3.35381 2.87695 0.13641 0.082
H 1.56832 3.43727 2.74963 0.080
H -2.20636 0.65920 3.68228 0.063
H 1.63054 3.20991 -2.18194 0.051
H 0.53067 3.49708 1.30286 0.059
H 0.42118 -2.06827 -1.50100 0.026
H 2.87260 0.89163 -3.85683 0.064
H -0.16547 -3.17475 2.89227 0.072
H -0.78096 -0.78627 -0.63314 -0.022
H -4.76602 -2.38606 -4.41573 0.155
H 3.23545 0.39286 1.43960 0.041
H -1.83876 2.37253 3.33912 0.039
H -3.62043 -0.89328 1.30570 0.055
H 1.95301 1.08159 4.24790 0.087
H -4.29889 0.05784 -4.61700 0.147
H 0.51686 -3.69571 -0.77209 0.076
H 2.46237 1.26620 0.10457 0.034
```

Computed properties:
gap between HOMO and LUMO (spin up / spin down): 0.290 / 0.156 hartree
⟨S²⟩: 6.02
HOMO level (spin up / spin down): -0.6113 / -0.6264 Ha
ΔE to the lowest compared entry with this formula, charge and spin: 232.7 kJ/mol
spin multiplicity: 5
LUMO (spin up / spin down): -8.8 / -12.8 eV
maximum force: 0.069 Eh/bohr
net charge: +3


(4)
Below is C45H40AlBrGeN4O6S2 as an isolated structure, with properties calculated with ωB97M-V/def2-TZVPD.

```
100
Properties=species:S:1:pos:R:3:lowdin_charge:R:1
Br -2.58292 -3.10786 -7.08575 0.733
Ge 1.48720 -2.10662 1.25476 1.003
S 2.43002 2.58467 -0.72008 0.942
S 0.73492 2.26383 -3.02950 0.926
Al -1.99849 1.00091 -0.81911 0.064
O 1.92103 2.21167 2.73753 0.036
O -1.39000 -0.66065 -1.08608 -0.024
O 0.24518 -1.18070 0.35457 -0.126
O -1.75899 1.19986 0.97885 0.028
O -4.61875 0.11549 0.11207 -0.099
O -4.87707 1.65269 -1.48730 0.005
N -2.06748 3.10103 -1.02250 0.128
N 0.50949 1.34857 0.70282 0.063
N 0.20032 1.00249 -0.65030 -0.051
N -2.26406 1.29119 -2.89223 0.083
C 1.66938 -4.20386 -0.77156 -0.124
C 0.83138 -0.90546 -2.02712 -0.053
C -1.21018 -2.74558 4.37868 -0.075
C 2.00328 0.05438 -1.92731 -0.170
C 4.85477 0.20700 3.64854 -0.082
C -2.63867 3.48983 -2.16816 -0.227
C 2.32144 -5.04308 -1.66356 -0.084
C -2.35631 0.25187 -3.87333 -0.235
C 2.80790 -1.04563 2.20869 -0.251
C -0.30162 -2.18643 3.49173 -0.087
C -1.51759 1.39435 3.71854 -0.027
C 4.43276 -4.09357 -1.01123 -0.083
C -2.21408 5.33453 -0.22673 -0.015
C 3.28441 3.02894 -2.25455 -0.491
C 2.38981 -3.29982 0.01393 -0.258
C -2.79611 2.41209 -3.15793 -0.042
C -1.43165 1.57952 5.08488 -0.094
C -0.41189 1.60408 2.89225 -0.079
C -3.02774 -1.95859 -4.52235 -0.102
C -2.49174 -1.73660 -5.78186 -0.692
C 4.47821 0.69402 2.40373 -0.081
C 4.20618 -0.89752 4.18196 -0.081
C 0.80711 2.00447 3.46231 -0.257
C -1.48432 -4.10689 4.32351 -0.090
C 0.88714 2.19989 4.84083 -0.010
C -2.81376 5.73301 -1.41047 -0.031
C 3.77813 -3.25522 -0.11473 -0.095
C -6.04495 -0.01046 0.21384 -0.065
C 3.46294 0.07121 1.69036 -0.134
C 2.38404 2.84257 -3.49333 -0.500
C -1.86368 4.00530 -0.06720 -0.032
C 0.06262 -4.34595 2.49656 -0.096
C -0.84540 -4.90719 3.38658 -0.089
C -4.11134 0.98387 -0.80896 -0.375
C 0.33666 -2.98067 2.53704 -0.250
C -0.21882 1.98685 5.64023 -0.082
C 3.18951 -1.51750 3.46699 -0.099
C -3.03492 4.79117 -2.40195 0.013
C -1.82099 0.46122 -5.13658 -0.029
C 3.70519 -4.98774 -1.78353 -0.089
C 1.33258 1.37811 -1.53111 -0.858
C -0.05737 -0.55155 -0.82730 -0.560
C -2.95268 -0.96463 -3.56235 0.007
C -1.88600 -0.53609 -6.10020 -0.120
C -0.56013 1.36789 1.44040 -0.380
H 2.23770 3.77895 -4.02847 0.066
H 3.58934 4.06702 -2.13547 0.066
H 0.58662 -4.23520 -0.70318 0.111
H 4.18036 2.41982 -2.35310 0.071
H -2.29475 1.40959 5.71525 0.098
H 4.21434 -5.64227 -2.48055 0.101
H -3.50866 5.04688 -3.34080 0.124
H 0.56504 -4.98129 1.77634 0.091
H -2.02192 6.03969 0.57016 0.115
H 3.16452 0.49544 0.74133 0.037
H -1.46121 -0.37955 -7.08219 0.102
H 1.11691 -1.95380 -1.99693 0.110
H -2.19435 -4.54513 5.01411 0.100
H -1.40769 3.64964 0.84610 0.126
H -0.13676 2.13490 6.71043 0.102
H 5.64465 0.69472 4.20733 0.101
H 5.51118 -4.04832 -1.10422 0.102
H 2.83409 2.12889 -4.17962 0.066
H -3.34155 -1.13462 -2.56835 0.116
H -6.52668 0.30006 -0.70885 0.077
H -6.24966 -1.05710 0.42422 0.086
H 1.75124 -5.73661 -2.26942 0.103
H 4.96225 1.57117 1.99062 0.108
H -1.70479 -2.11710 5.10923 0.101
H 2.68206 -2.37413 3.89759 0.099
H 1.75908 1.86737 1.82998 0.024
H -3.49626 -2.90475 -4.28926 0.107
H -3.10495 6.76462 -1.55810 0.115
H -3.32853 2.59878 -4.08739 0.158
H -2.44271 1.07842 3.25427 0.122
H 4.48678 -1.27389 5.15795 0.101
H 4.35387 -2.56261 0.48932 0.096
H 0.25669 -0.71805 -2.93469 0.116
H -1.32516 1.39909 -5.35451 0.105
H -0.09306 -1.12097 3.54079 0.096
H 2.57287 0.14976 -2.85136 0.114
H -6.40029 0.60766 1.03727 0.088
H 1.83808 2.50555 5.25906 0.118
H 2.68282 -0.26632 -1.13939 0.099
H -1.05546 -5.96906 3.34862 0.100
```

Computed properties:
gap between HOMO and LUMO: 0.262 hartree
HOMO level: -0.2932 Ha
spin multiplicity: 1
LUMO: -0.8 eV
maximum force: 0.007 Eh/bohr
net charge: 0


Which value of spin multiplicity does entry 3 give? 5


Which value of spin multiplicity does entry 3 give? 5